i:
This record from OMol25 describes an isolated molecule of C5H13NSi. The level of theory is ωB97M-V/def2-TZVPD.

Structure (XYZ):
```
20
Properties=species:S:1:pos:R:3:nbo_charge:R:1
C -2.954 -1.086 0.284 -0.38
C -1.749 -1.484 0.578 -0.62
Si -0.498 -0.070 1.072 1.51
N -1.484 0.928 2.100 -1.28
C 0.143 0.953 -0.435 -0.85
C 1.130 0.076 -1.165 -0.41
C 2.575 0.343 -0.847 -0.62
H -3.709 -1.834 0.149 0.19
H -3.100 -0.028 0.211 0.19
H -1.638 -2.615 0.451 0.22
H 0.551 -0.743 1.724 -0.24
H -1.156 1.754 2.724 0.40
H -2.121 0.440 2.582 0.38
H -0.760 1.325 -0.928 0.24
H 0.758 1.803 -0.139 0.23
H 0.940 0.197 -2.274 0.20
H 0.999 -0.984 -1.017 0.19
H 3.186 -0.218 -1.613 0.22
H 2.782 1.439 -0.745 0.20
H 2.756 0.147 0.265 0.21
```

HOMO energy = -9.42 eV
HOMO-LUMO gap = 0.383 hartree
Net charge = 0

***

ii:
This record from OMol25 describes a cluster of 2 separate species, C5H13NSi in total. The level of theory is ωB97M-V/def2-TZVPD.

Structure (XYZ):
```
20
Properties=species:S:1:pos:R:3:nbo_charge:R:1
C 2.796 1.018 -0.270 -0.50
C 2.220 0.140 -0.967 -0.30
C 0.120 -0.188 1.944 -0.60
C -1.733 1.320 -0.782 -1.12
C -0.830 -0.999 1.046 -0.94
N -1.131 -1.466 -1.857 -1.33
Si -0.615 -0.240 -0.655 1.65
H 3.894 1.150 -0.109 0.20
H 2.185 1.584 0.475 0.20
H 2.557 -0.493 -1.733 0.17
H 1.095 -0.581 2.164 0.22
H 0.254 0.757 1.597 0.19
H -0.334 0.000 2.962 0.20
H -0.995 2.091 -0.500 0.24
H -2.028 1.613 -1.734 0.25
H -2.534 1.334 -0.062 0.24
H -1.810 -1.009 1.469 0.24
H -0.530 -2.057 1.164 0.24
H -2.054 -1.887 -1.822 0.39
H -0.531 -2.087 -2.331 0.39
```

HOMO energy = -8.15 eV
HOMO-LUMO gap = 0.314 hartree
Net charge = 0

***

iii:
This record from OMol25 describes a cluster of 2 separate species, C5H13NSi in total. The level of theory is ωB97M-V/def2-TZVPD.

Structure (XYZ):
```
20
Properties=species:S:1:pos:R:3:nbo_charge:R:1
C -2.629 1.777 -1.481 -0.13
C 0.973 -0.675 2.347 -1.09
C -0.206 -1.621 -0.496 -1.15
C 1.919 0.671 -0.258 -1.07
C -0.888 1.126 0.510 -0.66
N -1.893 0.804 -1.287 -0.39
Si 0.424 -0.249 0.509 1.59
H -3.149 1.771 -2.426 0.17
H -2.913 2.638 -0.762 0.15
H 1.622 -1.630 2.344 0.24
H 1.755 0.115 2.741 0.24
H 0.180 -0.822 3.058 0.23
H -1.021 -2.090 0.044 0.24
H -0.580 -1.430 -1.507 0.28
H 0.574 -2.496 -0.538 0.24
H 1.892 0.747 -1.284 0.23
H 1.584 1.660 0.117 0.22
H 2.847 0.344 0.179 0.23
H -1.725 0.875 1.152 0.21
H -0.709 2.122 0.209 0.21
```

HOMO energy = -8.71 eV
HOMO-LUMO gap = 0.346 hartree
Net charge = 0

***

Least stable structure: ii

***

i:
This record from OMol25 describes a cluster of 2 separate species, C4H11NO2S in total. The level of theory is ωB97M-V/def2-TZVPD.

Structure (XYZ):
```
19
Properties=species:S:1:pos:R:3:nbo_charge:R:1
C -0.459 -0.939 -1.460 -0.66
C 0.228 -0.141 -0.318 -0.06
C 1.720 -0.019 -0.663 -0.49
S 2.060 1.245 -2.003 -0.81
N 0.146 -0.856 0.971 -0.69
C -1.219 -0.939 1.671 0.17
O -1.253 -1.856 2.620 -0.95
H -1.503 -1.118 -1.220 0.19
H 0.128 -1.833 -1.718 0.18
H -0.257 -0.415 -2.406 0.23
H -0.314 0.807 -0.305 0.16
H 2.243 0.276 0.242 0.20
H 2.067 -0.949 -1.089 0.17
H 0.438 -1.815 0.813 0.33
H -1.403 0.054 2.140 0.04
H -1.931 -1.022 0.797 0.02
H -2.462 1.613 2.006 0.47
H -1.895 1.401 0.572 0.49
O -2.455 1.960 1.111 -0.97
```

HOMO energy = 0.26 eV
HOMO-LUMO gap = 0.214 hartree
Net charge = -2

***

ii:
This record from OMol25 describes a cluster of 2 separate species, C4H11NO2S in total. The level of theory is ωB97M-V/def2-TZVPD.

Structure (XYZ):
```
19
Properties=species:S:1:pos:R:3:nbo_charge:R:1
C -0.502 0.899 1.191 -0.21
N -1.390 -0.171 1.613 -0.73
C -2.911 0.006 2.063 0.15
O -3.603 -1.020 1.556 -0.94
C 0.740 0.769 0.254 -0.43
C 0.726 1.224 -1.198 -0.46
S 2.029 0.404 -2.400 -0.79
H -0.013 1.359 2.078 0.14
H -1.191 1.617 0.636 0.13
H -1.418 -0.924 0.869 0.35
H -3.225 0.996 1.823 0.06
H -2.694 -0.051 3.137 0.06
H 0.841 -0.348 0.203 0.18
H 1.612 0.980 0.797 0.19
H 0.963 2.223 -1.255 0.17
H -0.264 1.156 -1.677 0.18
H 1.431 -2.059 -0.370 0.46
H 2.452 -1.493 -1.156 0.50
O 2.411 -2.243 -0.536 -1.01
```

HOMO energy = -0.31 eV
HOMO-LUMO gap = 0.230 hartree
Net charge = -2

***

Least stable structure: ii

***

i:
This record from OMol25 describes a cluster of 2 separate species, C4H11NO2S in total. The level of theory is ωB97M-V/def2-TZVPD.

Structure (XYZ):
```
19
Properties=species:S:1:pos:R:3:nbo_charge:R:1
C -1.649 -0.543 -1.123 -0.42
N -1.177 0.034 0.137 -0.71
C 0.274 0.301 0.125 -0.11
C 1.093 -0.955 0.393 -0.52
S 0.526 -1.968 1.842 -0.81
C 0.762 1.012 -1.223 -0.02
O 1.173 0.231 -2.240 -0.97
H -1.755 0.244 -1.869 0.18
H -2.647 -0.961 -0.948 0.16
H -0.947 -1.268 -1.548 0.20
H -1.279 -0.688 0.856 0.39
H 0.478 1.048 0.898 0.16
H 2.119 -0.658 0.609 0.18
H 1.127 -1.530 -0.527 0.21
H 1.583 1.707 -0.839 0.05
H -0.099 1.684 -1.503 0.06
H -1.655 2.027 0.272 0.51
H -0.598 3.063 0.067 0.47
O -1.520 3.002 0.342 -1.01
```

HOMO energy = 0.69 eV
HOMO-LUMO gap = 0.201 hartree
Net charge = -2

***

ii:
This record from OMol25 describes a cluster of 2 separate species, C4H11NO2S in total. The level of theory is ωB97M-V/def2-TZVPD.

Structure (XYZ):
```
19
Properties=species:S:1:pos:R:3:nbo_charge:R:1
C 0.546 -1.274 -0.906 -0.64
C -0.132 -0.202 -0.077 -0.07
C -1.360 0.388 -0.790 -0.50
S -1.020 1.425 -2.267 -0.76
N -0.561 -0.717 1.235 -0.70
C 0.575 -1.164 2.158 0.13
O 0.963 -2.437 2.024 -0.98
H 0.840 -0.956 -1.904 0.20
H 1.400 -1.686 -0.364 0.23
H -0.190 -2.085 -0.978 0.18
H 0.544 0.597 0.223 0.18
H -1.929 0.916 -0.025 0.19
H -1.938 -0.484 -1.136 0.16
H -1.024 -1.614 1.126 0.33
H 0.143 -0.928 3.164 0.05
H 1.414 -0.454 1.951 0.06
H 0.405 3.108 -1.746 0.50
H 0.373 3.801 -0.458 0.45
O 0.952 3.766 -1.227 -1.02
```

HOMO energy = 0.16 eV
HOMO-LUMO gap = 0.217 hartree
Net charge = -2

***

Least stable structure: i

***

i:
This record from OMol25 describes a cluster of 2 separate species, C5H9N2P in total. The level of theory is ωB97M-V/def2-TZVPD.

Structure (XYZ):
```
17
Properties=species:S:1:pos:R:3:nbo_charge:R:1
C -1.255 -2.144 0.098 0.18
C -1.471 1.200 -0.667 -0.50
C -0.259 -2.813 -0.783 -0.69
C -0.270 2.944 0.612 -0.59
C -0.438 1.409 0.269 -0.55
N -1.805 -2.451 1.130 -0.01
N -2.432 -2.493 2.209 -0.54
P -2.654 1.363 -1.633 0.52
H 0.716 -2.270 -0.833 0.24
H -0.633 -2.967 -1.806 0.24
H -0.070 -3.798 -0.356 0.22
H -1.305 3.512 0.657 0.22
H 0.087 3.355 -0.336 0.20
H 0.481 3.249 1.269 0.22
H -0.475 0.749 1.254 0.24
H 0.546 1.179 -0.146 0.23
H -3.380 -2.691 2.232 0.35
```

HOMO energy = -8.39 eV
HOMO-LUMO gap = 0.333 hartree
Net charge = 0

***

ii:
This record from OMol25 describes an isolated molecule of C5H9N2P. The level of theory is ωB97M-V/def2-TZVPD.

Structure (XYZ):
```
17
Properties=species:S:1:pos:R:3:nbo_charge:R:1
C -0.276 -1.444 -0.064 -0.42
C -1.908 2.046 0.011 -0.39
C -0.554 0.010 -0.587 -0.23
C 0.756 -0.690 -0.714 -0.09
C -0.998 1.110 0.341 -0.18
N 2.675 -1.229 0.568 -0.46
N 1.994 -0.333 -0.046 -0.36
P 2.568 1.239 -0.087 0.38
H -0.237 -1.625 1.032 0.22
H -0.942 -2.094 -0.540 0.23
H -2.635 1.726 -0.842 0.19
H -2.166 2.867 0.604 0.20
H -1.111 -0.200 -1.510 0.22
H 0.773 -1.018 -1.716 0.23
H -0.469 1.253 1.228 0.20
H 2.121 -2.031 0.926 0.31
H 3.781 1.055 0.599 -0.04
```

HOMO energy (alpha / beta) = -7.98 / -7.65 eV
HOMO-LUMO gap (alpha / beta) = 0.283 / 0.290 hartree
Net charge = 0

***

Least stable structure: i